Entry 1:
Computed, not measured: a structure of composition C15H23F5NPZr at a distorted geometry, with ωB97M-V with the def2-TZVPD basis set.

Geometry as XYZ:
```
46
Properties=species:S:1:pos:R:3:forces:R:3:nbo_charge:R:1
C -1.62495 3.02817 -3.12668 -0.155 0.420 0.053 -0.151
C -1.11118 3.44980 -1.90093 0.025 -0.208 -0.246 -0.113
C -0.52068 2.53343 -1.01801 0.221 0.164 0.542 0.025
C -0.62087 1.15170 -1.28638 0.628 0.013 -0.410 -0.461
C -1.21562 0.74179 -2.50996 -0.148 -0.144 -0.462 -0.125
C -1.67471 1.67871 -3.44626 0.245 -0.577 0.343 -0.168
C 0.17893 3.07872 0.19579 0.432 0.503 0.098 -0.463
C -0.81293 3.68408 1.20917 -0.672 -0.114 0.709 -0.186
N -1.70483 2.70755 1.76868 0.555 -0.339 -0.641 -0.463
Zr 0.85916 -0.40686 -1.21887 -1.189 3.207 -1.039 1.833
C -1.44173 -0.72805 -2.81424 0.359 -0.954 0.322 -0.742
P -1.37542 -1.75163 -1.23685 -1.898 0.494 -0.522 0.864
H -1.14316 4.50991 -1.61692 0.187 -0.465 -0.274 0.246
H -2.09609 1.29534 -4.37861 0.017 0.378 0.249 0.249
H -2.00986 3.76258 -3.83403 0.069 -0.170 0.195 0.259
H -0.73418 -1.15886 -3.54770 -0.231 0.168 -0.140 0.250
H -2.45691 -0.95148 -3.16376 0.226 0.243 -0.349 0.302
H 0.78837 2.32826 0.70818 -0.336 0.053 -0.143 0.224
H 0.87219 3.89638 -0.07485 -0.229 -0.339 -0.206 0.245
H -0.24527 4.11610 2.05986 -0.178 0.123 -0.743 0.230
C -1.61334 -3.48239 -1.72428 0.639 -0.245 0.085 -0.941
C -3.00654 -1.31949 -0.56707 -0.001 0.325 0.773 -0.922
H -1.42651 4.46449 0.71924 0.492 -0.098 0.293 0.204
C -2.99753 2.47696 1.19611 -0.266 0.288 0.229 -0.398
C -1.33310 1.99154 2.95606 -0.256 0.178 0.186 -0.399
H 1.29140 -2.20836 -0.72199 0.199 -0.919 1.578 0.012
H -3.77534 3.03599 1.75684 0.023 -0.316 -0.390 0.209
H -3.00279 2.80751 0.14538 -0.178 -0.115 0.334 0.192
H -3.24584 1.40171 1.23581 -0.038 0.301 -0.025 0.178
H -1.96723 2.30121 3.80404 0.286 -0.207 0.008 0.206
H -1.45398 0.90618 2.81822 0.077 0.115 0.126 0.173
H -0.28551 2.21275 3.18380 -0.207 -0.160 0.145 0.209
H -3.79300 -1.72974 -1.21811 0.344 0.008 0.154 0.272
H -3.10186 -1.73263 0.44679 -0.106 0.048 -0.294 0.279
H -3.12391 -0.23141 -0.49428 0.092 -0.215 -0.040 0.273
H -2.39050 -3.57645 -2.49339 0.175 0.150 0.173 0.284
H -0.67470 -3.90557 -2.09157 -0.154 -0.114 -0.105 0.259
H -1.90806 -4.06059 -0.83960 0.014 0.158 -0.147 0.289
H 0.84480 -1.97455 -0.10040 0.737 -1.656 -0.203 0.104
F 3.09968 -1.03345 1.06109 -0.974 1.336 -1.326 -0.296
C 2.40603 0.03283 0.47920 -0.439 -0.330 1.651 0.229
F 2.16051 0.93568 1.52600 0.317 -1.375 -1.690 -0.298
C 3.28512 0.73427 -0.56167 3.657 2.210 1.147 0.882
F 4.58096 0.42530 -0.44741 -1.608 0.423 -0.468 -0.240
F 2.93493 0.35206 -1.92406 -0.784 -0.267 0.972 -0.356
F 3.11554 2.07948 -0.51569 0.033 -1.981 -0.502 -0.258
```
Positions in Å, forces in eV/Å.

Summary:
E_tot	-1527.059873	a.u.
frontier orbital gap (alpha / beta)	3.10 / 3.14	eV
2S+1	1
net charge	+2



Entry 2:
Computed, not measured: a cluster of 3 separate species, C30H61BF9IN7O7S2Si in total at a distorted geometry, with ωB97M-V with the def2-TZVPD basis set.

Geometry as XYZ:
```
119
Properties=species:S:1:pos:R:3:forces:R:3:mulliken_charge:R:1
C -4.69929 -3.39718 5.05952 0.066 0.464 0.148 -1.125
N -3.48664 -2.76270 4.48195 -0.017 -0.640 -0.389 0.162
C -2.27779 -3.57274 4.80822 -0.179 0.447 -0.257 -1.384
B -3.59319 -2.78505 3.02692 0.183 -0.200 -0.019 0.424
O -3.53672 -3.98610 2.31815 -0.136 0.578 0.173 -0.469
C -3.78481 -1.44673 2.17479 0.060 -0.405 -0.185 -1.088
N -3.54481 -1.72156 0.71178 -0.008 0.980 0.411 0.082
C -3.43149 -0.50424 0.04087 -0.188 -0.494 0.416 -0.057
N -2.73758 -0.42922 -1.04939 -0.298 -0.281 -0.455 0.647
C -2.08541 -1.57036 -1.69336 0.228 -0.151 -0.139 -1.324
C -0.81120 -1.94938 -0.96478 -0.262 0.541 0.432 0.011
O 0.16335 -0.96783 -1.24754 0.182 -0.507 -0.262 -0.089
Si 1.70563 -1.50695 -1.68302 0.963 0.628 -0.185 0.379
C 2.53472 -0.02617 -2.49357 -0.881 -0.395 0.401 -1.064
C 2.66552 -1.98344 -0.14159 -0.609 0.070 -0.952 -0.975
C 1.67057 -2.90843 -2.94170 -0.259 0.111 0.909 -1.242
N -4.05824 0.58146 0.56482 1.028 0.620 -0.416 0.125
C -3.45221 1.01991 1.87243 -0.179 -0.561 -0.118 1.659
C -4.57383 1.66375 2.68478 -0.562 -0.220 -0.127 -0.553
C -5.45553 2.61108 1.89915 0.226 1.815 -0.528 -0.362
O -5.17108 3.73727 1.58601 -0.272 -1.673 0.454 -0.442
I -7.38581 1.80520 1.31543 0.258 0.059 0.085 -0.009
N -2.33513 1.86786 1.46602 -0.321 1.489 1.193 -0.482
C -2.14638 2.99181 1.93536 -0.145 -1.015 -0.725 0.548
S -1.84762 4.40841 2.47488 0.119 0.021 0.039 -0.278
C -2.96855 -0.24762 2.64925 0.065 0.137 -0.097 -0.330
C -1.45271 -0.44739 2.56307 0.054 0.113 -0.238 -1.914
C -0.62818 0.45390 3.47533 -0.118 -0.120 0.411 -1.254
C -0.52217 -0.07244 4.89949 0.639 -0.394 -0.276 0.978
F 0.53249 -0.95239 4.94680 -0.275 0.101 0.027 -0.409
F -1.60766 -0.77616 5.28588 0.163 0.104 0.035 -0.201
C -0.16422 1.02774 5.94131 0.757 0.174 0.139 0.387
F 0.47294 0.48075 6.99541 -0.548 0.352 -0.631 -0.281
F 0.68985 1.89748 5.33355 -0.517 -0.573 0.536 -0.282
S -1.66049 1.99074 6.61237 0.479 0.592 0.223 1.343
F -2.50260 1.62753 5.29926 -0.253 -0.042 -0.191 -0.240
F -2.16186 0.68182 7.31548 -0.087 -0.301 0.165 -0.279
F -0.84459 2.40346 7.89562 -0.077 0.017 -0.011 -0.318
F -1.20911 3.33574 5.90186 -0.015 -0.091 -0.042 -0.306
F -2.92619 2.73717 7.16302 -0.035 0.085 0.071 -0.321
H -4.42639 -4.14770 5.78908 0.129 -0.190 0.142 0.422
H -5.32944 -3.89145 4.31849 -0.080 -0.135 -0.132 0.318
H -5.31257 -2.66627 5.57480 -0.112 0.206 0.033 0.291
H -1.88005 -3.26872 5.76699 -0.004 -0.093 0.281 0.297
H -1.49731 -3.39286 4.07067 0.179 0.117 -0.060 0.460
H -2.48548 -4.63563 4.76643 -0.038 -0.274 0.156 0.496
H -4.40591 -4.35113 2.15580 -0.117 -0.475 -0.189 0.299
H -4.84423 -1.18905 2.29336 -0.207 0.106 0.168 0.408
H -4.40472 -2.12417 0.34675 0.227 -0.613 -0.172 0.413
H -2.66913 0.47885 -1.48696 -0.041 0.124 0.051 -0.079
H -2.76768 -2.40389 -1.78788 -0.224 -0.143 0.128 0.379
H -1.80202 -1.25136 -2.68745 -0.083 0.092 -0.271 0.449
H -1.02415 -1.93862 0.10073 0.031 -0.205 0.222 -0.056
H -0.52069 -2.96541 -1.22242 0.139 -0.133 -0.252 0.596
H 1.75653 0.52430 -3.01665 -0.024 0.222 -0.201 0.396
H 3.27165 -0.34804 -3.21682 0.328 0.026 -0.039 0.349
H 2.96031 0.61991 -1.73502 0.267 0.183 0.000 0.221
H 3.60733 -2.39416 -0.48942 0.241 -0.171 0.119 0.161
H 2.87541 -1.08104 0.41944 -0.003 0.053 0.349 0.272
H 2.10489 -2.71782 0.42757 0.122 -0.112 0.355 0.426
H 1.91622 -3.83575 -2.43189 0.006 -0.268 -0.021 0.329
H 0.70752 -3.03892 -3.42121 -0.121 0.004 -0.302 0.370
H 2.44609 -2.72245 -3.67222 0.075 0.033 -0.297 0.404
H -3.89369 1.35728 -0.08832 -0.288 0.067 0.111 -0.207
H -5.22179 0.85080 2.98823 -0.026 -0.235 0.147 0.674
H -4.22765 2.13314 3.59868 0.309 0.351 -0.008 0.333
H -3.23287 -0.10261 3.68966 -0.055 -0.037 0.222 1.273
H -1.12316 -0.24446 1.54840 0.101 -0.014 -0.208 0.539
H -1.17216 -1.47871 2.75854 -0.147 -0.268 0.098 0.615
H -0.98871 1.47270 3.51668 -0.095 0.078 -0.167 0.033
H 0.38917 0.48828 3.10910 0.244 0.126 -0.076 0.699
C 10.06723 -3.77912 -1.73397 0.013 0.052 0.102 -0.719
O 10.20822 -2.46972 -1.21760 -0.094 -0.117 -0.122 -0.347
C 10.57146 -1.49426 -2.18720 0.130 0.170 0.132 -0.800
C 9.44216 -0.51379 -2.41645 -0.154 -0.146 0.006 -0.185
N 8.31733 -1.15155 -3.09000 -0.007 0.116 0.119 -0.309
C 7.10864 -0.33744 -3.15066 0.036 -0.208 -0.085 -0.780
C 6.42244 0.02985 -1.83901 -0.166 0.207 -0.114 -0.505
O 5.84689 -1.07015 -1.15412 0.103 -0.007 0.051 -0.242
C 6.73252 -1.78338 -0.30492 -0.223 -0.122 -0.008 -0.757
H 9.92952 -4.44999 -0.88798 -0.003 0.026 0.026 0.239
H 9.19782 -3.86795 -2.39501 0.050 -0.026 -0.071 0.297
H 10.96262 -4.08764 -2.28042 -0.012 -0.022 -0.042 0.351
H 10.87557 -1.96656 -3.12491 -0.077 -0.038 -0.032 0.408
H 11.43180 -0.94790 -1.79179 0.019 -0.017 -0.013 0.397
H 9.80652 0.31033 -3.03595 -0.021 0.024 -0.007 0.360
H 9.16131 -0.10300 -1.43701 0.102 0.087 0.008 0.180
H 8.10102 -2.01811 -2.61617 0.020 -0.052 -0.009 0.077
H 6.38317 -0.88460 -3.75903 -0.032 0.043 -0.009 0.388
H 7.33956 0.58564 -3.69094 0.020 0.036 0.030 0.420
H 5.58794 0.69180 -2.08735 -0.010 -0.010 0.012 0.301
H 7.07634 0.59674 -1.16699 0.088 -0.099 0.019 0.378
H 7.50146 -1.13458 0.11880 0.047 0.006 -0.037 0.363
H 7.20683 -2.61735 -0.82833 0.123 0.046 0.025 0.247
H 6.14129 -2.20225 0.51063 -0.019 0.042 0.005 0.285
C -2.84908 2.09884 -6.49035 0.108 0.063 0.013 -0.700
O -2.46275 3.33236 -5.91520 -0.130 -0.179 0.061 -0.342
C -3.48520 4.32376 -5.91565 0.132 0.224 -0.033 -0.832
C -3.93432 4.62874 -4.50414 0.006 -0.182 0.048 -0.149
N -4.64791 3.49660 -3.92320 0.130 0.110 0.142 -0.251
C -4.91438 3.62086 -2.49527 -0.024 -0.255 -0.190 -1.105
C -3.72279 3.67543 -1.54684 -0.293 0.271 0.173 -0.272
O -2.96918 2.46044 -1.48203 0.063 0.047 -0.307 -0.416
C -1.95202 2.32891 -2.47387 0.183 -0.168 0.067 -1.318
H -1.95705 1.47879 -6.56201 0.026 0.025 0.010 0.235
H -3.59230 1.57466 -5.87736 -0.069 0.002 -0.070 0.281
H -3.25492 2.23973 -7.49513 -0.042 -0.034 -0.005 0.352
H -4.32898 4.01769 -6.53883 -0.035 -0.071 0.048 0.405
H -3.05940 5.23178 -6.34913 -0.003 -0.012 -0.030 0.420
H -4.59574 5.49858 -4.51777 -0.016 0.002 0.030 0.399
H -3.03777 4.89414 -3.92688 0.007 0.136 -0.046 0.158
H -4.10960 2.65589 -4.08356 -0.023 -0.047 -0.083 0.049
H -5.53117 2.76356 -2.20617 -0.036 0.045 0.057 0.409
H -5.52376 4.51292 -2.32914 0.029 0.038 0.027 0.457
H -4.11402 3.83730 -0.54299 0.026 -0.008 0.090 -0.009
H -3.05286 4.51452 -1.75329 0.074 -0.095 -0.107 0.705
H -1.53470 3.29540 -2.75305 -0.041 0.014 -0.039 0.303
H -2.32540 1.82345 -3.36862 -0.002 0.137 -0.104 0.332
H -1.14942 1.71765 -2.04994 0.035 0.086 0.046 0.595
```
Positions in Å, forces in eV/Å.

Summary:
E_tot	-4396.623019	a.u.
frontier orbital gap	7.38	eV
2S+1	1
net charge	+1



Entry 3:
Computed, not measured: a structure of composition C3H4FO3Yb at a distorted geometry, with ωB97M-V with the def2-TZVPD basis set.

Geometry as XYZ:
```
12
Properties=species:S:1:pos:R:3:forces:R:3:mulliken_spin:R:1
C 1.35276 1.02771 -0.22874 -0.657 -0.024 -0.222 0.028
C 0.24063 0.85130 -1.01082 0.951 0.394 -1.271 -0.003
H 1.20843 1.64193 0.66483 0.065 -0.244 -0.162 -0.008
H 2.12187 0.24903 -0.22046 -0.284 0.158 0.091 -0.008
F 0.32949 0.04125 -2.08469 -0.208 0.439 1.120 0.004
H -0.55275 1.59916 -1.14858 -0.072 -0.867 0.638 -0.009
Yb 2.90436 3.01672 -1.50751 -0.408 -0.478 0.188 0.985
O -1.53378 -1.47653 2.07797 -0.147 0.113 1.117 0.000
C -1.60468 -1.54062 0.71038 1.478 0.199 -1.291 0.002
O -1.49905 -2.64750 0.16930 -0.390 -0.054 0.280 0.003
O -1.61332 -0.39826 0.17012 -0.128 0.457 -0.203 0.007
H -1.35394 -2.36421 2.40820 -0.199 -0.092 -0.286 0.000
```
Positions in Å, forces in eV/Å.

Summary:
E_tot	-1600.823674	a.u.
frontier orbital gap (alpha / beta)	5.70 / 4.55	eV
2S+1	2